1) 2 unconnected molecules or ions with the total composition C4H5FO, computed with ωB97M-V/def2-TZVPD.

Bonds (Å) are listed after each position.
Positions of all 11 atoms, in Å:
1 C -2.0637 -0.0224 0.2479  O5 1.195, H7 1.085
2 C 0.9639 0.5302 -0.7982  C3 1.557, C4 1.488, H8 1.055, H9 1.067
3 C 0.8850 -0.7660 0.0604  C2 1.557, C4 1.490, H10 1.053, H11 1.094
4 C 0.1488 0.4710 0.4450  C2 1.488, C3 1.490, F6 1.344
5 O -2.2753 -1.1951 0.1643  C1 1.195
6 F 0.5642 1.2394 1.4663  C4 1.344
7 H -2.7058 0.8434 0.1211  C1 1.085
8 H 1.9051 0.9023 -0.5004  C2 1.055
9 H 0.4447 0.6110 -1.7265  C2 1.067
10 H 0.2801 -1.6258 0.0014  C3 1.053
11 H 1.8529 -0.9881 0.5186  C3 1.094

Output
Net charge: 0
Kohn-Sham gap: 9.28 eV
2S+1: 1


2) 2 unconnected molecules or ions with the total composition C4H5FO, computed with ωB97M-V/def2-TZVPD.

Bonds (Å) are listed after each position.
Positions of all 11 atoms, in Å:
1 C -0.0957 0.2960 -0.2003  C2 1.638, C3 1.516, H6 0.995, O10 1.359
2 C 1.0507 -0.7206 0.3776  C1 1.638, H7 1.097, H8 1.119, F11 1.379
3 C -1.4774 -0.2983 -0.0138  C1 1.516, C4 1.284
4 C -2.7358 -0.5244 -0.1343  C3 1.284, H9 1.061
5 H 0.9655 1.9970 -0.7417  no bonds
6 H 0.0984 0.2769 -1.1759  C1 0.995
7 H 0.9163 -1.8042 0.2761  C2 1.097
8 H 0.9603 -0.6521 1.4907  C2 1.119
9 H -3.7692 -0.6737 0.0547  C4 1.061
10 O 0.0316 1.5537 0.3000  C1 1.359
11 F 2.2362 -0.4544 -0.2755  C2 1.379

Output
Net charge: 0
Kohn-Sham gap: 9.07 eV
2S+1: 1


3) A single C4H5FO molecule, computed with ωB97M-V/def2-TZVPD.

Bonds (Å) are listed after each position.
Positions of all 11 atoms, in Å:
1 C 1.7499 -0.2400 -0.5406  C2 1.338, H7 1.072, H8 1.101
2 C 0.5886 -0.4824 0.0772  C1 1.338, C3 1.495, H9 1.127
3 C -0.4060 0.5723 0.4430  C2 1.495, F4 1.434, C5 1.543, H10 1.097
4 F -0.2359 1.6685 -0.4657  C3 1.434
5 C -1.7534 -0.1212 0.1548  C3 1.543, O6 1.223, H11 1.141
6 O -2.0122 -0.3840 -1.0116  C5 1.223
7 H 2.5806 -0.9129 -0.4629  C1 1.072
8 H 1.9473 0.6245 -1.1937  C1 1.101
9 H 0.4560 -1.4184 0.6906  C2 1.127
10 H -0.2666 0.9561 1.4608  C3 1.097
11 H -2.6484 -0.2626 0.8481  C5 1.141

Output
Net charge: 0
Structure (SMILES): C=C[C@@H](F)C=O
Kohn-Sham gap: 10.41 eV
2S+1: 1


4) A single C4H5FO molecule, computed with ωB97M-V/def2-TZVPD.

Bonds (Å) are listed after each position.
Positions of all 11 atoms, in Å:
1 C 0.0417 -1.1254 -0.2633  C2 1.281, C3 1.536, H7 0.991
2 C 0.5243 -1.1646 0.9226  C1 1.281, O5 1.294, H8 1.048
3 C -0.5357 0.2191 -0.7313  C1 1.536, C4 1.525, H9 1.072, H10 1.181
4 C 0.1656 1.3882 -0.0477  C3 1.525, F6 1.314, H11 1.064
5 O 0.9743 -0.1016 1.5069  C2 1.294
6 F -0.6773 2.1843 0.5703  C4 1.314
7 H -0.2830 -1.8028 -0.9094  C1 0.991
8 H 0.7020 -2.0413 1.4687  C2 1.048
9 H -0.3199 0.3488 -1.7734  C3 1.072
10 H -1.6567 0.2491 -0.3597  C3 1.181
11 H 1.0647 1.8462 -0.3837  C4 1.064

Output
Net charge: 0
Kohn-Sham gap (alpha / beta): 7.44 / 7.45 eV
2S+1: 1


Which one sits at the bottom of the stability order? 2) does.


1) 2 unconnected molecules or ions with the total composition C3H11N2, computed with ωB97M-V/def2-TZVPD.

Bonds (Å) are listed after each position.
Positions of all 16 atoms, in Å:
1 C -2.3076 1.0322 -0.4384  N2 1.534, H3 1.094, H4 1.192, H5 1.080
2 N -1.1915 1.2319 0.5948  C1 1.534, H6 1.042, H7 1.091, H8 1.118
3 H -3.2773 1.0474 0.0672  C1 1.094
4 H -2.3096 1.9891 -1.1491  C1 1.192
5 H -2.2122 0.1433 -1.0452  C1 1.080
6 H -1.2695 0.6760 1.4722  N2 1.042
7 H -1.1219 2.2756 0.9052  N2 1.091
8 H -0.2862 0.9178 0.0188  N2 1.118
9 C 1.2756 -1.8749 0.7120  C10 1.330, H12 1.051, H13 1.108
10 C 1.4029 -1.2719 -0.4671  C9 1.330, N11 1.507, H14 1.153
11 N 1.3287 0.2333 -0.4474  C10 1.507, H15 1.065, H16 0.979
12 H 1.1068 -1.3242 1.5913  C9 1.051
13 H 1.5265 -2.9083 1.0228  C9 1.108
14 H 1.4823 -1.7457 -1.5151  C10 1.153
15 H 1.3036 0.6281 -1.4358  N11 1.065
16 H 1.8718 0.7320 0.1970  N11 0.979

Output
Net charge: +1
Kohn-Sham gap: 9.46 eV
2S+1: 1


2) 2 unconnected molecules or ions with the total composition C3H11N2, computed with ωB97M-V/def2-TZVPD.

Bonds (Å) are listed after each position.
Positions of all 16 atoms, in Å:
1 C -1.9100 -0.0616 1.2566  C2 1.519, H3 1.097, H4 1.085, H5 1.103
2 C -0.9292 -1.2143 1.1315  C1 1.519, H6 1.094, H7 1.092, H8 1.087
3 H -2.8212 -0.2923 0.6913  C1 1.097
4 H -2.2082 0.3781 2.2029  C1 1.085
5 H -1.5669 0.8097 0.6732  C1 1.103
6 H -1.2396 -2.0939 1.7035  C2 1.094
7 H 0.0089 -0.9102 1.5996  C2 1.092
8 H -0.7830 -1.6633 0.1527  C2 1.087
9 N 1.3193 -0.5175 -1.2733  C10 1.303, H12 1.017, H13 1.011
10 C 0.9928 0.7219 -1.0396  N9 1.303, N11 1.327, H14 1.083
11 N 1.8925 1.6794 -0.8537  C10 1.327, H15 1.005, H16 1.010
12 H 2.1944 -0.9795 -1.0408  N9 1.017
13 H 0.6716 -1.0976 -1.7897  N9 1.011
14 H -0.0018 1.0691 -1.2913  C10 1.083
15 H 1.5542 2.6247 -0.9058  N11 1.005
16 H 2.8262 1.5472 -1.2170  N11 1.010

Output
Net charge: +1
Kohn-Sham gap: 10.38 eV
2S+1: 1


Which one sits at the bottom of the stability order? 1) does.


1) 2 unconnected molecules or ions with the total composition C3H11N2, computed with ωB97M-V/def2-TZVPD.

Bonds (Å) are listed after each position.
Positions of all 16 atoms, in Å:
1 C 1.1131 2.1426 -0.4878  N2 1.471, H3 1.090, H4 1.088, H5 1.083
2 N -0.1926 1.4685 -0.5614  C1 1.471, H6 1.011, H8 1.013
3 H 1.8073 1.5513 0.1099  C1 1.090
4 H 1.0373 3.1291 -0.0362  C1 1.088
5 H 1.5354 2.2324 -1.4808  C1 1.083
6 H -0.5981 1.4637 -1.4870  N2 1.011
7 H -0.1957 -0.0165 -0.0171  N11 1.125
8 H -0.8828 1.7990 0.1019  N2 1.013
9 C -1.2781 -1.8552 -0.1850  N11 1.467, H12 1.088, H13 1.085, H14 1.083
10 C 0.6635 -1.4898 1.2050  N11 1.266, H15 1.085, H16 1.084
11 N -0.1150 -1.0966 0.2877  H7 1.125, C9 1.467, C10 1.266
12 H -2.1434 -1.5131 0.3786  C9 1.088
13 H -1.3548 -1.7456 -1.2619  C9 1.085
14 H -1.1565 -2.9135 0.0103  C9 1.083
15 H 1.3519 -0.7797 1.6507  C10 1.085
16 H 0.4084 -2.3767 1.7732  C10 1.084

Output
Net charge: +1
Kohn-Sham gap: 9.99 eV
2S+1: 1


2) 2 unconnected molecules or ions with the total composition C3H11N2, computed with ωB97M-V/def2-TZVPD.

Bonds (Å) are listed after each position.
Positions of all 16 atoms, in Å:
1 C -3.0222 -0.0327 -1.2165  N2 1.256, H3 1.084, H4 1.090
2 N -2.2346 -0.3270 -0.2832  C1 1.256, H5 1.016
3 H -2.6745 0.6590 -1.9753  C1 1.084
4 H -4.0284 -0.4384 -1.3230  C1 1.090
5 H -2.5594 -1.0089 0.3966  N2 1.016
6 H -0.7705 0.3947 -0.0094  N9 1.099
7 C 2.4157 -0.3124 0.9662  C8 1.522, H10 1.088, H11 1.090, H12 1.093
8 C 1.3452 -0.2087 -0.1105  C7 1.522, N9 1.515, H13 1.096, H14 1.093
9 N 0.2337 0.7517 0.2605  H6 1.099, C8 1.515, H15 1.019, H16 1.019
10 H 1.9641 -0.2197 1.9522  C7 1.088
11 H 2.9236 -1.2716 0.8620  C7 1.090
12 H 3.1494 0.4915 0.8708  C7 1.093
13 H 1.7290 0.0859 -1.0945  C8 1.096
14 H 0.8601 -1.1611 -0.3395  C8 1.093
15 H 0.2306 0.9672 1.2565  N9 1.019
16 H 0.4381 1.6303 -0.2128  N9 1.019

Output
Net charge: +1
Kohn-Sham gap: 12.10 eV
2S+1: 1


3) A gas-phase ion, C3H11N2 (charge +1), computed with ωB97M-V/def2-TZVPD.

Bonds (Å) are listed after each position.
Positions of all 16 atoms, in Å:
1 C 0.5242 1.3711 -0.4146  C2 1.551, H6 1.064, H7 1.116, H8 1.141
2 C 0.1893 0.0212 0.2729  C1 1.551, C3 1.630, N4 1.334, N5 1.828
3 C -1.4207 -0.1082 0.4941  C2 1.630, H9 1.068, H10 1.081, H11 1.034
4 N 0.8741 -0.3888 1.3412  C2 1.334, H12 1.095, H13 1.074
5 N 0.4643 -1.1506 -1.1026  C2 1.828, H14 0.977, H15 1.041, H16 1.057
6 H 1.5610 1.3659 -0.6525  C1 1.064
7 H 0.1109 1.5999 -1.4252  C1 1.116
8 H 0.0907 2.2128 0.2227  C1 1.141
9 H -1.7360 -0.8525 1.1928  C3 1.068
10 H -1.9274 -0.1316 -0.4602  C3 1.081
11 H -1.5496 0.7439 1.0662  C3 1.034
12 H 0.2855 -1.0263 2.0099  N4 1.095
13 H 1.9348 -0.2446 1.4295  N4 1.074
14 H 1.2326 -0.9408 -1.6689  N5 0.977
15 H -0.4907 -1.1252 -1.5164  N5 1.041
16 H 0.3926 -2.1855 -0.9010  N5 1.057

Output
Net charge: +1
Structure (SMILES): CC(C)(N)[NH3+]
Kohn-Sham gap: 11.57 eV
2S+1: 1


Which one sits at the bottom of the stability order? 3) does.


1) 2 unconnected molecules or ions with the total composition C3H11N2, computed with ωB97M-V/def2-TZVPD.

Bonds (Å) are listed after each position.
Positions of all 16 atoms, in Å:
1 C -2.6223 0.3253 0.4254  N2 1.300, H3 1.005, H4 1.025
2 N -1.8171 -0.6309 0.7831  C1 1.300, H5 1.117
3 H -2.6255 0.6975 -0.5078  C1 1.005
4 H -3.3229 0.8481 0.9598  C1 1.025
5 H -2.2332 -1.0980 1.7084  N2 1.117
6 H 1.2028 -1.8762 -0.2646  N9 1.054
7 C 0.9561 1.1545 -0.8445  C8 1.481, H10 1.131, H11 1.044, H12 1.086
8 C 1.8190 0.0468 -0.3738  C7 1.481, N9 1.656, H13 1.060, H14 1.162
9 N 0.8823 -1.0988 0.3703  H6 1.054, C8 1.656, H15 1.096, H16 1.018
10 H 0.2070 0.8062 -1.6164  C7 1.131
11 H 1.4523 1.8916 -1.3932  C7 1.044
12 H 0.3158 1.4649 -0.0235  C7 1.086
13 H 2.4630 0.3518 0.4113  C8 1.060
14 H 2.3298 -0.5149 -1.2539  C8 1.162
15 H -0.2113 -1.0838 0.3018  N9 1.096
16 H 1.2043 -1.2842 1.3176  N9 1.018

Output
Net charge: +1
Kohn-Sham gap: 11.78 eV
2S+1: 1


2) A gas-phase ion, C3H11N2 (charge +1), computed with ωB97M-V/def2-TZVPD.

Bonds (Å) are listed after each position.
Positions of all 16 atoms, in Å:
1 C -0.3779 -0.0640 -1.9831  N2 1.462, H6 1.106, H7 1.083, H8 1.097
2 N -0.1684 -0.7710 -0.7209  C1 1.462, C3 1.478, H9 1.015
3 C 0.9447 -0.5921 0.2353  N2 1.478, C4 1.550, H10 1.095, H11 1.087
4 C 0.4047 0.0645 1.5312  C3 1.550, N5 1.498, H12 1.089, H13 1.088
5 N -0.7575 0.9327 1.1579  C4 1.498, H14 1.084, H15 1.013, H16 1.016
6 H 0.0514 0.9477 -1.8546  C1 1.106
7 H -1.4106 -0.0339 -2.3090  C1 1.083
8 H 0.3219 -0.4200 -2.7497  C1 1.097
9 H -0.3979 -1.7520 -0.8446  N2 1.015
10 H 1.7307 0.0121 -0.2295  C3 1.095
11 H 1.4046 -1.5708 0.3468  C3 1.087
12 H 1.1094 0.6661 2.1032  C4 1.089
13 H 0.0187 -0.7117 2.1894  C4 1.088
14 H -1.1935 0.2881 0.4029  N5 1.084
15 H -1.2171 1.2095 2.0172  N5 1.013
16 H -0.4633 1.7948 0.7075  N5 1.016

Output
Net charge: +1
Structure (SMILES): CNCC[NH3+]
Kohn-Sham gap: 10.37 eV
2S+1: 1


3) 2 unconnected molecules or ions with the total composition C3H11N2, computed with ωB97M-V/def2-TZVPD.

Bonds (Å) are listed after each position.
Positions of all 16 atoms, in Å:
1 C 1.4731 -0.6713 -0.4328  C2 1.515, H3 1.083, H4 1.087, H5 1.084
2 C 1.9159 0.0480 -1.6901  C1 1.515, H6 1.082, H7 1.090, H8 1.098
3 H 2.3013 -1.0236 0.1693  C1 1.083
4 H 0.8179 -0.1173 0.2345  C1 1.087
5 H 0.9294 -1.5713 -0.6983  C1 1.084
6 H 2.6004 0.8640 -1.4994  C2 1.082
7 H 1.0859 0.4282 -2.2855  C2 1.090
8 H 2.4706 -0.6422 -2.3396  C2 1.098
9 N -1.4721 0.7166 2.1421  C10 1.311, H12 1.018, H13 1.009
10 C -1.6537 -0.0925 1.1267  N9 1.311, N11 1.309, H14 1.080
11 N -1.8546 0.2992 -0.1059  C10 1.309, H15 1.011, H16 1.009
12 H -1.7789 1.6874 2.1396  N9 1.018
13 H -1.5065 0.3142 3.0670  N9 1.009
14 H -1.5924 -1.1559 1.3071  C10 1.080
15 H -1.7593 -0.3699 -0.8575  N11 1.011
16 H -1.9770 1.2864 -0.2773  N11 1.009

Output
Net charge: +1
Kohn-Sham gap: 10.97 eV
2S+1: 1


4) 2 unconnected molecules or ions with the total composition C3H11N2, computed with ωB97M-V/def2-TZVPD.

Bonds (Å) are listed after each position.
Positions of all 16 atoms, in Å:
1 C -1.5358 1.4594 -0.3321  N2 1.517, H3 1.096, H4 1.054, H5 1.161
2 N -1.8017 -0.0031 -0.0310  C1 1.517, H6 1.017, H8 1.034
3 H -1.2563 1.9289 0.6182  C1 1.096
4 H -2.3211 1.9426 -0.8435  C1 1.054
5 H -0.6380 1.3923 -1.0648  C1 1.161
6 H -2.4610 -0.3378 -0.7288  N2 1.017
7 H -0.2818 -0.4403 0.2031  N11 1.109
8 H -2.2317 -0.2034 0.8876  N2 1.034
9 C 1.4152 -1.5154 -0.5677  N11 1.491, H12 1.086, H13 1.096, H14 1.066
10 C 1.4786 0.4864 0.7873  N11 1.267, H15 1.108, H16 1.018
11 N 0.8167 -0.4981 0.3429  H7 1.109, C9 1.491, C10 1.267
12 H 0.9088 -1.5524 -1.5274  C9 1.086
13 H 2.4819 -1.2740 -0.6377  C9 1.096
14 H 1.2001 -2.4730 -0.1525  C9 1.066
15 H 0.8535 1.3968 0.8799  C10 1.108
16 H 2.4928 0.5465 0.8578  C10 1.018

Output
Net charge: +1
Kohn-Sham gap: 10.09 eV
2S+1: 1


Which one sits at the bottom of the stability order? 1) does.


1) 2 unconnected molecules or ions with the total composition C11H15N, computed with ωB97M-V/def2-TZVPD.

Bonds (Å) are listed after each position.
Positions of all 27 atoms, in Å:
1 C 0.7215 0.9600 2.6413  C2 1.501, H11 1.084, H12 1.094, H13 1.093
2 C 1.2548 0.6114 1.2817  C1 1.501, C3 1.357, C10 1.441
3 C 2.4169 -0.0524 1.0544  C2 1.357, N4 1.385, H14 1.076
4 N 2.6339 -0.1882 -0.3064  C3 1.385, C5 1.373, H15 1.012
5 C 1.5465 0.3209 -0.9726  N4 1.373, C6 1.397, C10 1.408
6 C 1.1739 0.1857 -2.3125  C5 1.397, C7 1.378, H16 1.078
7 C -0.0449 0.7093 -2.6857  C6 1.378, C8 1.412, H17 1.077
8 C -0.8656 1.3833 -1.7558  C7 1.412, C9 1.375, H18 1.086
9 C -0.5010 1.5008 -0.4353  C8 1.375, C10 1.401, H19 1.082
10 C 0.6683 0.8566 -0.0111  C2 1.441, C5 1.408, C9 1.401
11 H -0.0548 0.2795 2.9734  C1 1.084
12 H 0.3439 1.9840 2.7162  C1 1.094
13 H 1.5410 0.9413 3.3636  C1 1.093
14 H 3.1126 -0.4998 1.7431  C3 1.076
15 H 3.2487 -0.8958 -0.6886  N4 1.012
16 H 1.8951 -0.2185 -3.0044  C6 1.078
17 H -0.4016 0.5973 -3.6954  C7 1.077
18 H -1.7487 1.8199 -2.2137  C8 1.086
19 H -1.0539 2.2069 0.1707  C9 1.082
20 C -1.9417 -1.7768 -0.4500  C21 1.529, H22 1.093, H23 1.096, H24 1.088
21 C -2.0771 -1.3236 1.0044  C20 1.529, H25 1.090, H26 1.086, H27 1.091
22 H -2.2452 -2.8158 -0.5984  C20 1.093
23 H -2.4378 -1.1525 -1.2012  C20 1.096
24 H -0.8922 -1.7387 -0.7354  C20 1.088
25 H -1.3410 -0.5584 1.2515  C21 1.090
26 H -1.8545 -2.1517 1.6713  C21 1.086
27 H -3.0971 -0.9849 1.1947  C21 1.091

Output
Net charge: 0
Structure (SMILES): Cc1c[nH]c2ccccc12.CC
Kohn-Sham gap: 8.86 eV
2S+1: 1


2) 2 unconnected molecules or ions with the total composition C11H15N, computed with ωB97M-V/def2-TZVPD.

Bonds (Å) are listed after each position.
Positions of all 27 atoms, in Å:
1 C 0.5174 2.6707 3.0697  C2 1.477, H11 1.097, H12 1.114, H13 1.096
2 C -0.1258 1.7363 2.1238  C1 1.477, C3 1.363, C10 1.447
3 C -1.3977 1.2476 2.1735  C2 1.363, N4 1.378, H14 1.086
4 N -1.5677 0.2799 1.2076  C3 1.378, C5 1.366, H15 1.004
5 C -0.4123 0.1729 0.4865  N4 1.366, C6 1.412, C10 1.405
6 C -0.1073 -0.5582 -0.6826  C5 1.412, C7 1.357, H16 1.078
7 C 0.9610 -0.1829 -1.4296  C6 1.357, C8 1.443, H17 1.076
8 C 1.9683 0.6738 -0.8531  C7 1.443, C9 1.351, H18 1.086
9 C 1.8020 1.2979 0.3336  C8 1.351, C10 1.460, H19 1.070
10 C 0.5039 1.1186 0.9765  C2 1.447, C5 1.405, C9 1.460
11 H 0.0226 2.9041 4.0209  C1 1.097
12 H 0.7398 3.6960 2.6947  C1 1.114
13 H 1.4370 2.2203 3.4607  C1 1.096
14 H -2.2296 1.4483 2.8425  C3 1.086
15 H -2.4308 -0.1789 0.9795  N4 1.004
16 H -0.7865 -1.2388 -1.1713  C6 1.078
17 H 1.1339 -0.6446 -2.3855  C7 1.076
18 H 2.8789 0.6374 -1.4444  C8 1.086
19 H 2.3927 2.0299 0.8444  C9 1.070
20 C -1.1223 -4.0977 -2.8911  C21 1.524, H22 1.078, H23 1.102, H24 1.098
21 C -0.5021 -2.7422 -3.2060  C20 1.524, H25 1.083, H26 1.089, H27 1.102
22 H -0.7595 -4.8655 -3.5546  C20 1.078
23 H -1.0066 -4.4215 -1.8446  C20 1.102
24 H -2.2130 -4.0687 -3.0101  C20 1.098
25 H -1.1868 -1.9665 -2.8874  C21 1.083
26 H -0.2850 -2.6462 -4.2686  C21 1.089
27 H 0.5226 -2.7279 -2.8018  C21 1.102

Output
Net charge: 0
Structure (SMILES): Cc1c[nH]c2ccccc12.CC
Kohn-Sham gap: 8.76 eV
2S+1: 1


Which one sits at the bottom of the stability order? 2) does.